A gas-phase ion, C2H9BN (charge +1), computed with wB97M-V/def2-TZVPD.

```
13
Properties=species:S:1:pos:R:3
N 0.06606 -0.53520 -1.38982
C -0.45360 0.32736 0.87656
C -0.37203 0.66468 -0.61736
B 0.80472 -0.30282 1.52131
H 0.31883 -0.30850 -2.35949
H 0.85906 0.04148 2.59997
H 0.36968 1.45053 -0.76218
H -0.76971 1.23025 1.39193
H -0.67610 -1.24760 -1.39573
H 0.88817 -0.92547 -0.89316
H 1.56044 -1.02537 1.00204
H -1.32569 1.01567 -1.01665
H -1.26983 -0.38499 1.04258
```

Values from the calculation:
- Maximum force: 5.4 eV/Å
- Net charge: +1
- Energy above the lowest of the compared OMol25 structures with the same formula, charge and spin: 0.0000 eV
- Highest occupied orbital energy (alpha / beta): -10.61 / -16.28 eV
- Spin multiplicity: 3
- Kohn-Sham gap (alpha / beta): 6.8 / 7.1 eV
- Lowest unoccupied orbital energy (alpha / beta): -3.8 / -9.1 eV
- Energy: -4373.2805 eV